Record 1
Molecular formula: C5H6N
Method: DFT, wB97M-V/def2-TZVPD

Cartesian coordinates (Å):
C 1.67 -1.50 -0.66
C -0.66 -1.13 -0.28
C 1.51 -0.08 -0.36
C -0.91 0.77 0.50
C -1.51 -0.64 0.62
N 0.08 0.18 -0.52
H 1.92 -0.03 0.73
H 1.98 0.42 -1.24
H -1.40 1.61 0.05
H -0.34 1.08 1.36
H -2.16 -1.27 1.29
H -0.20 0.60 -1.49

For the frontier orbital gap (alpha / beta), the calculation gives 7.9 / 8.9 eV. The HOMO energy (alpha / beta) is -14.3 / -14.8 eV. For the LUMO energy (alpha / beta), the calculation gives -6.374 / -5.887 eV. The value obtained for the largest force on an atom is 3.74 eV/A. The calculated total energy is -6755.12130 eV. The relative energy (zero: lowest compared OMol25 entry of this formula, charge and spin) comes out at 231.90 kcal/mol. As for the net charge: +1.

Record 2
Molecular formula: C5H6N
Method: DFT, wB97M-V/def2-TZVPD

Cartesian coordinates (Å):
C 2.02 0.66 -0.05
C 0.61 0.81 0.06
C 0.90 -1.43 0.01
C 2.04 -0.72 -0.11
C -2.24 0.05 -0.07
N 0.06 -0.41 -0.01
H 2.72 1.48 -0.18
H 0.07 1.73 0.27
H 0.87 -2.44 0.35
H -2.47 -0.84 -0.57
H -2.77 0.26 0.89
H -1.81 0.84 -0.59

For the frontier orbital gap (alpha / beta), the calculation gives 6.4 / 8.0 eV. The HOMO energy (alpha / beta) is -13.9 / -14.6 eV. For the LUMO energy (alpha / beta), the calculation gives -7.509 / -6.618 eV. The value obtained for the largest force on an atom is 6.59 eV/A. The calculated total energy is -6757.17183 eV. The relative energy (zero: lowest compared OMol25 entry of this formula, charge and spin) comes out at 184.62 kcal/mol. As for the net charge: +1.

Which formula does entry 2 have? C5H6N

Which formula does entry 1 have? C5H6N

Look up the relative energy (zero: lowest compared OMol25 entry of this formula, charge and spin) of the first one. 231.90 kcal/mol